The following is a quantum chemistry calculation of one molecule with the formula C20H23N3O2S, from OMol25.

Results
Gap between HOMO and LUMO ... 9.21 eV
Molecular weight ... 369.5 g/mol
Strongest force on any atom ... 0.01153 hartree/bohr
HOMO ... -8.74 eV
2S+1 ... 1

CARTESIAN COORDINATES (ANGSTROEM)
C (-0.84, -3.44, 1.96)
H (-0.47, -2.50, 2.36)
H (-1.57, -3.85, 2.65)
H (-1.34, -3.24, 1.01)
C (0.32, -4.41, 1.77)
N (1.29, -3.90, 0.82)
C (0.92, -4.13, -0.57)
H (1.35, -5.06, -0.98)
C (1.34, -2.95, -1.45)
N (0.74, -1.73, -0.97)
C (-0.08, -0.98, -1.73)
O (-0.30, -1.21, -2.90)
C (-0.69, 0.20, -1.04)
C (-1.06, 1.27, -1.84)
C (-1.66, 2.41, -1.31)
C (-1.91, 2.45, 0.06)
C (-1.55, 1.38, 0.86)
C (-0.94, 0.26, 0.33)
H (-0.71, -0.57, 0.97)
H (-1.78, 1.43, 1.92)
S (-2.78, 3.81, 0.80)
C (-1.62, 5.10, 0.39)
C (-1.05, 5.81, 1.44)
C (-0.16, 6.83, 1.18)
C (0.16, 7.15, -0.13)
C (-0.42, 6.45, -1.17)
C (-1.31, 5.41, -0.93)
C (-1.93, 4.79, -2.13)
O (-2.26, 5.46, -3.08)
N (-2.06, 3.43, -2.19)
H (-2.32, 3.11, -3.11)
H (-0.20, 6.71, -2.20)
H (0.86, 7.95, -0.34)
H (0.28, 7.38, 2.00)
H (-1.32, 5.55, 2.45)
H (-0.89, 1.20, -2.91)
H (0.87, -1.55, 0.01)
H (2.43, -2.85, -1.45)
H (1.00, -3.10, -2.48)
H (-0.17, -4.23, -0.63)
C (2.66, -4.25, 1.13)
C (2.99, -5.74, 1.18)
H (2.79, -6.22, 0.22)
H (2.41, -6.24, 1.94)
H (4.05, -5.88, 1.41)
H (3.30, -3.77, 0.38)
H (2.90, -3.80, 2.10)
H (-0.08, -5.40, 1.47)
H (0.82, -4.54, 2.73)

Charge distribution, natural (NBO) scheme, values in e: -0.6091, 0.1993, 0.2124, 0.2052, -0.2117, -0.4778, -0.2235, 0.1807, -0.2320, -0.6076, 0.6406, -0.6287, -0.0469, -0.2255, 0.2184, -0.2142, -0.2013, -0.2215, 0.2116, 0.2270, 0.2816, -0.1549, -0.1666, -0.2046, -0.2142, -0.1436, -0.1733, 0.6750, -0.5896, -0.6226, 0.4154, 0.2343, 0.2192, 0.2173, 0.2174, 0.2373, 0.4086, 0.1878, 0.2416, 0.2041, -0.2051, -0.6365, 0.2028, 0.2046, 0.2165, 0.1920, 0.1929, 0.1715, 0.1958